P | ORCA calculation (ωB97M-V with the def2-TZVPD basis set) on a 2-piece molecular cluster, C2H2FIO overall.

Last columns: bonded neighbours and bond lengths (Å).
Positions of all 7 atoms, in Å:
1 C -0.6280 -0.1205 -0.7981  C2 1.552, O3 1.215, H6 1.140
2 C 0.3276 -0.0635 0.4236  C1 1.552, F4 1.324, I5 2.159
3 O -1.1117 -1.1780 -1.1505  C1 1.215
4 F 0.3648 -1.2178 1.0702  C2 1.324
5 I 2.2448 0.7251 -0.1793  C2 2.159
6 H -0.9776 0.8893 -1.1941  C1 1.140
7 H -0.2199 0.9654 1.8283  no bonds

Summary:
HOMO level (spin up / spin down): -0.3627 / -0.3627 Eh


Q | ORCA calculation (ωB97M-V with the def2-TZVPD basis set) on one molecule with the formula C2H2FIO.

Last columns: bonded neighbours and bond lengths (Å).
Positions of all 7 atoms, in Å:
1 C 1.0991 1.3352 0.1646  O3 1.195, I5 2.250, H6 1.092
2 C -1.3167 -0.9978 -0.3500  F4 1.397, I5 2.160, H7 1.098
3 O 2.1854 1.8151 0.2934  C1 1.195
4 F -1.8260 -1.4536 0.8681  C2 1.397
5 I 0.8378 -0.8390 -0.3542  C1 2.250, C2 2.160
6 H 0.2298 1.8926 0.5186  C1 1.092
7 H -1.2094 -1.7525 -1.1405  C2 1.098

Summary:
HOMO level (spin up / spin down): -0.2985 / -0.2986 Eh


Stability, descending: P, Q


P | ORCA calculation (ωB97M-V with the def2-TZVPD basis set) on one molecule with the formula C12H20N4O4.

Last columns: bonded neighbours and bond lengths (Å).
Positions of all 40 atoms, in Å:
1 C -3.1223 -0.5245 -1.3970  N2 1.452, H21 1.018, H22 1.066, H23 1.093
2 N -3.0572 -1.9708 -1.2811  C1 1.452, C3 1.268, H24 0.951
3 C -2.1171 -2.7224 -0.8827  N2 1.268, O4 1.190, C5 1.556
4 O -2.3606 -3.8846 -0.9670  C3 1.190
5 C -0.6214 -2.3323 -0.7047  C3 1.556, C6 1.525, N9 1.431, H25 1.113
6 C 0.0814 -2.8139 -1.9696  C5 1.525, C7 1.524, H26 1.142, H27 1.073
7 C 1.4114 -2.0713 -1.9233  C6 1.524, C8 1.485, H28 0.987, H29 1.036
8 C 0.9414 -0.7496 -1.4365  C7 1.485, N9 1.481, H30 1.059, H31 1.165
9 N -0.2349 -0.9621 -0.5615  C5 1.431, C8 1.481, C10 1.332
10 C -0.3881 -0.2939 0.5810  N9 1.332, O11 1.208, C12 1.520
11 O -1.1989 -0.6291 1.4106  C10 1.208
12 C 0.3173 1.0248 0.8523  C10 1.520, C13 1.554, N17 1.481, H32 1.048
13 C -0.0156 2.2274 -0.0730  C12 1.554, C14 1.570, H33 1.105, H34 1.049
14 C 1.1833 2.5496 -1.0349  C13 1.570, N15 1.329, O16 1.216
15 N 2.3819 2.7426 -0.4938  C14 1.329, H35 0.986, H36 0.976
16 O 0.9559 2.6895 -2.2209  C14 1.216
17 N 0.2932 1.2517 2.3159  C12 1.481, C18 1.334, H37 0.973
18 C 1.3541 1.6146 3.0394  N17 1.334, C19 1.545, O20 1.242
19 C 1.0878 1.7823 4.5520  C18 1.545, H38 1.116, H39 1.135, H40 1.059
20 O 2.3627 2.1791 2.5859  C18 1.242
21 H -2.3068 -0.1052 -1.8394  C1 1.018
22 H -4.0266 -0.1694 -1.8367  C1 1.066
23 H -3.2392 -0.0790 -0.4058  C1 1.093
24 H -3.8023 -2.4416 -1.6396  N2 0.951
25 H -0.1426 -2.7794 0.1952  C5 1.113
26 H 0.1658 -3.9402 -2.1369  C6 1.142
27 H -0.5187 -2.5561 -2.8214  C6 1.073
28 H 1.9936 -2.5228 -1.2665  C7 0.987
29 H 1.8715 -2.0888 -2.8513  C7 1.036
30 H 0.5804 -0.2752 -2.3117  C8 1.059
31 H 1.7935 -0.1560 -0.9091  C8 1.165
32 H 1.3275 0.7924 0.6977  C12 1.048
33 H -0.9618 2.0492 -0.6145  C13 1.105
34 H -0.2602 3.0158 0.5747  C13 1.049
35 H 2.9266 3.1033 -1.2322  N15 0.986
36 H 2.7018 2.5362 0.4051  N15 0.976
37 H -0.5465 0.9684 2.7186  N17 0.973
38 H 0.3286 2.5511 4.8296  C19 1.116
39 H 2.0899 2.0816 4.9923  C19 1.135
40 H 0.7714 0.9085 5.0605  C19 1.059

Summary:
SMILES: CNC(=O)[C@H]1CCCN1C(=O)[C@@H](CC(N)=O)NC(C)=O
HOMO level: -0.3462 Eh


Q | ORCA calculation (ωB97M-V with the def2-TZVPD basis set) on one molecule with the formula C12H20N4O4.

Last columns: bonded neighbours and bond lengths (Å).
Positions of all 40 atoms, in Å:
1 C 1.3331 -2.2859 1.5970  N2 1.492, H21 1.168, H22 1.149, H23 1.113
2 N 0.0040 -2.6141 1.0038  C1 1.492, C3 1.383, H24 1.003
3 C -0.5243 -2.0814 -0.1581  N2 1.383, O4 1.239, C5 1.571
4 O -1.7334 -2.1427 -0.4233  C3 1.239
5 C 0.5197 -1.3567 -1.0823  C3 1.571, C6 1.501, N9 1.512, H25 1.029
6 C 1.1347 -2.0435 -2.2670  C5 1.501, C7 1.603, H26 1.122, H27 1.067
7 C 0.0429 -1.8185 -3.4186  C6 1.603, C8 1.567, H28 1.073, H29 1.085
8 C -0.3895 -0.3448 -3.1089  C7 1.567, N9 1.433, H30 1.129, H31 1.052
9 N -0.1471 -0.1530 -1.7101  C5 1.512, C8 1.433, C10 1.372
10 C -0.5889 0.9261 -0.9866  N9 1.372, O11 1.196, C12 1.562
11 O -1.2777 1.6814 -1.6074  C10 1.196
12 C -0.3194 1.1358 0.5380  C10 1.562, C13 1.558, N17 1.477, H32 1.102
13 C 0.5423 2.4214 0.7203  C12 1.558, C14 1.512, H33 1.098, H34 1.120
14 C 1.9499 2.2497 0.1958  C13 1.512, N15 1.327, O16 1.163
15 N 2.5751 3.3749 -0.1257  C14 1.327, H35 0.956, H36 1.013
16 O 2.5329 1.2430 0.1951  C14 1.163
17 N -1.5398 1.3210 1.3497  C12 1.477, C18 1.407, H37 1.020
18 C -1.6988 0.6806 2.5924  N17 1.407, C19 1.505, O20 1.194
19 C -3.0713 0.8355 3.1906  C18 1.505, H38 1.063, H39 1.036, H40 1.095
20 O -0.8870 0.0417 3.1917  C18 1.194
21 H 1.4733 -2.7320 2.6676  C1 1.168
22 H 2.2221 -2.8187 1.1018  C1 1.149
23 H 1.5524 -1.1952 1.6323  C1 1.113
24 H -0.6512 -2.9384 1.6907  N2 1.003
25 H 1.2010 -0.9366 -0.4351  C5 1.029
26 H 2.0739 -1.4702 -2.4889  C6 1.122
27 H 1.4136 -3.0567 -2.0806  C6 1.067
28 H 0.2230 -1.7721 -4.4751  C7 1.073
29 H -0.8899 -2.3309 -3.2087  C7 1.085
30 H -1.4378 -0.0752 -3.4312  C8 1.129
31 H 0.2108 0.3354 -3.6413  C8 1.052
32 H 0.3019 0.2908 0.8772  C12 1.102
33 H 0.6891 2.6176 1.7904  C13 1.098
34 H 0.1550 3.2626 0.0904  C13 1.120
35 H 2.2244 4.2648 -0.1168  N15 0.956
36 H 3.4082 3.2352 -0.6840  N15 1.013
37 H -2.3909 1.6473 0.8922  N17 1.020
38 H -3.5680 1.7590 3.0175  C19 1.063
39 H -3.6779 0.0740 2.8352  C19 1.036
40 H -2.9906 0.7688 4.2801  C19 1.095

Summary:
SMILES: CNC(=O)[C@H]1CCCN1C(=O)[C@@H](CC(N)=O)NC(C)=O
HOMO level: -0.3296 Eh


Stability, descending: Q, P


P | ORCA calculation (ωB97M-V with the def2-TZVPD basis set) on a 7-piece molecular cluster, C14H28Cl14 overall.

Last columns: bonded neighbours and bond lengths (Å).
Positions of all 56 atoms, in Å:
1 Cl 2.5442 -4.6845 1.9442  C2 1.832
2 C 2.7532 -3.0277 2.6980  Cl1 1.832, C3 1.513, H5 1.079, H6 1.093
3 C 1.8034 -2.8811 3.8670  C2 1.513, Cl4 1.798, H7 1.076, H8 1.094
4 Cl 0.0916 -2.7001 3.3485  C3 1.798
5 H 2.5746 -2.2600 1.9618  C2 1.079
6 H 3.7865 -2.9403 3.0419  C2 1.093
7 H 2.0141 -2.0272 4.4861  C3 1.076
8 H 1.8768 -3.7834 4.4813  C3 1.094
9 Cl 3.7084 -0.6391 -0.4581  C10 1.778
10 C 4.5959 0.7871 0.1241  Cl9 1.778, C11 1.540, H13 1.091, H14 1.079
11 C 3.5624 1.8199 0.6096  C10 1.540, Cl12 1.827, H15 1.077, H16 1.075
12 Cl 4.4647 3.2605 1.2798  C11 1.827
13 H 5.1686 1.2116 -0.7017  C10 1.091
14 H 5.2736 0.5147 0.9177  C10 1.079
15 H 2.8869 1.4371 1.3562  C11 1.077
16 H 2.9994 2.2075 -0.2207  C11 1.075
17 Cl 3.6408 1.2081 -3.6930  C18 1.747
18 C 1.9690 0.7609 -3.9341  Cl17 1.747, C19 1.476, H21 1.091, H22 1.078
19 C 1.1652 1.9087 -3.4703  C18 1.476, Cl20 1.793, H23 1.087, H24 1.097
20 Cl -0.5350 1.6397 -3.9736  C19 1.793
21 H 1.7226 -0.0783 -3.2817  C18 1.091
22 H 1.7681 0.4411 -4.9442  C18 1.078
23 H 1.5106 2.8622 -3.8610  C19 1.087
24 H 1.2374 1.9769 -2.3777  C19 1.097
25 Cl -3.3652 1.9111 2.7510  C26 1.779
26 C -2.6085 1.6669 4.3427  Cl25 1.779, C27 1.526, H29 1.080, H30 1.081
27 C -1.2496 0.9852 4.2069  C26 1.526, Cl28 1.774, H31 1.070, H32 1.087
28 Cl -0.5872 0.5734 5.8004  C27 1.774
29 H -3.2975 1.1327 4.9798  C26 1.080
30 H -2.5338 2.6516 4.7833  C26 1.081
31 H -0.5660 1.6045 3.6646  C27 1.070
32 H -1.3522 0.0522 3.6584  C27 1.087
33 Cl 0.2779 0.9992 0.7110  C34 1.756
34 C -1.2326 0.4759 -0.0156  Cl33 1.756, C35 1.502, H37 1.080, H38 1.074
35 C -1.4639 -0.9449 0.4147  C34 1.502, Cl36 1.791, H39 1.084, H40 1.101
36 Cl -3.0884 -1.4580 -0.1389  C35 1.791
37 H -1.0979 0.4953 -1.0871  C34 1.080
38 H -2.0263 1.0904 0.3654  C34 1.074
39 H -1.5066 -1.0234 1.4947  C35 1.084
40 H -0.6711 -1.5845 -0.0022  C35 1.101
41 Cl -3.8361 4.8955 -1.8682  C42 1.817
42 C -3.6752 3.6461 -0.5583  Cl41 1.817, C43 1.502, H45 1.093, H46 1.094
43 C -4.6568 2.5273 -0.7594  C42 1.502, Cl44 1.822, H47 1.077, H48 1.106
44 Cl -4.4412 1.6355 -2.3330  C43 1.822
45 H -3.9282 4.0728 0.4153  C42 1.093
46 H -2.6560 3.2526 -0.6076  C42 1.094
47 H -5.6460 2.9518 -0.7443  C43 1.077
48 H -4.5501 1.7674 0.0375  C43 1.106
49 Cl -0.5147 -1.7830 -4.3907  C50 1.799
50 C 0.1120 -3.4265 -4.0134  Cl49 1.799, C51 1.498, H53 1.066, H54 1.079
51 C -0.8306 -4.1925 -3.1365  C50 1.498, Cl52 1.747, H55 1.085, H56 1.086
52 Cl -0.1960 -5.7768 -2.7637  C51 1.747
53 H 1.0676 -3.1680 -3.6172  C50 1.066
54 H 0.3314 -3.9595 -4.9251  C50 1.079
55 H -1.7534 -4.3761 -3.6774  C51 1.085
56 H -1.0408 -3.7085 -2.1873  C51 1.086

Summary:
SMILES: ClCCCl.ClCCCl.ClCCCl.ClCCCl.ClCCCl.ClCCCl.ClCCCl
HOMO level: -0.3925 Eh


Q | ORCA calculation (ωB97M-V with the def2-TZVPD basis set) on a 7-piece molecular cluster, C14H28Cl14 overall.

Last columns: bonded neighbours and bond lengths (Å).
Positions of all 56 atoms, in Å:
1 Cl -1.7354 5.3551 -1.9075  C2 1.773
2 C -3.0435 4.1651 -1.7817  Cl1 1.773, C3 1.513, H5 1.090, H6 1.084
3 C -4.1490 4.4522 -2.7743  C2 1.513, Cl4 1.767, H7 1.093, H8 1.087
4 Cl -4.9350 6.0023 -2.4583  C3 1.767
5 H -3.4599 4.2424 -0.7771  C2 1.090
6 H -2.5931 3.1872 -1.9069  C2 1.084
7 H -4.8910 3.6697 -2.5977  C3 1.093
8 H -3.8283 4.3491 -3.8075  C3 1.087
9 Cl 6.6668 2.5823 -1.7733  C10 1.782
10 C 5.9560 1.7745 -0.3532  Cl9 1.782, C11 1.537, H13 1.086, H14 1.083
11 C 4.7651 0.9492 -0.8649  C10 1.537, Cl12 1.796, H15 1.086, H16 1.085
12 Cl 4.2693 -0.1950 0.4279  C11 1.796
13 H 5.5751 2.5155 0.3426  C10 1.086
14 H 6.6668 1.1171 0.1322  C10 1.083
15 H 5.0764 0.3512 -1.7164  C11 1.086
16 H 3.8931 1.5305 -1.1440  C11 1.085
17 Cl -0.9179 -4.1920 0.4615  C18 1.791
18 C -1.9589 -3.5595 1.7745  Cl17 1.791, C19 1.532, H21 1.086, H22 1.084
19 C -1.1126 -2.6137 2.6330  C18 1.532, Cl20 1.777, H23 1.087, H24 1.085
20 Cl -2.0488 -2.0603 4.0379  C19 1.777
21 H -2.2464 -4.3979 2.4023  C18 1.086
22 H -2.8121 -3.0791 1.3093  C18 1.084
23 H -0.8041 -1.7676 2.0240  C19 1.087
24 H -0.2556 -3.1600 3.0127  C19 1.085
25 Cl -4.3089 0.9633 -1.6742  C26 1.778
26 C -3.3573 -0.1526 -2.6801  Cl25 1.778, C27 1.509, H29 1.090, H30 1.086
27 C -3.0202 -1.4085 -1.9155  C26 1.509, Cl28 1.784, H31 1.089, H32 1.089
28 Cl -4.4137 -2.4917 -1.6547  C27 1.784
29 H -2.4155 0.3158 -2.9648  C26 1.090
30 H -3.9220 -0.2928 -3.5977  C26 1.086
31 H -2.6341 -1.1631 -0.9277  C27 1.089
32 H -2.2597 -2.0251 -2.3917  C27 1.089
33 Cl -0.3147 2.5488 2.3184  C34 1.800
34 C -2.0527 2.9454 2.0657  Cl33 1.800, C35 1.522, H37 1.087, H38 1.084
35 C -2.6117 3.5564 3.3424  C34 1.522, Cl36 1.784, H39 1.088, H40 1.084
36 Cl -4.2356 4.2175 3.0124  C35 1.784
37 H -2.5202 1.9900 1.8393  C34 1.087
38 H -2.1281 3.5965 1.2019  C34 1.084
39 H -1.9679 4.3965 3.5959  C35 1.088
40 H -2.6090 2.8446 4.1600  C35 1.084
41 Cl 2.6366 -4.0985 0.7782  C42 1.783
42 C 4.4029 -4.0405 1.0150  Cl41 1.783, C43 1.522, H45 1.087, H46 1.086
43 C 4.9985 -5.4401 1.0581  C42 1.522, Cl44 1.773, H47 1.087, H48 1.089
44 Cl 5.1571 -6.0932 -0.5822  C43 1.773
45 H 4.6165 -3.4933 1.9298  C42 1.087
46 H 4.7597 -3.4763 0.1589  C42 1.086
47 H 4.4131 -6.0898 1.7042  C43 1.087
48 H 6.0036 -5.4177 1.4776  C43 1.089
49 Cl -0.6052 1.2167 -1.1180  C50 1.758
50 C 0.7186 0.3096 -0.4000  Cl49 1.758, C51 1.521, H53 1.088, H54 1.090
51 C 0.8193 -1.1281 -0.8849  C50 1.521, Cl52 1.748, H55 1.090, H56 1.090
52 Cl 0.8001 -1.2218 -2.6299  C51 1.748
53 H 0.5778 0.4091 0.6746  C50 1.088
54 H 1.6464 0.8247 -0.6478  C50 1.090
55 H 0.0193 -1.7333 -0.4572  C51 1.090
56 H 1.7300 -1.5866 -0.5011  C51 1.090

Summary:
SMILES: ClCCCl.ClCCCl.ClCCCl.ClCCCl.ClCCCl.ClCCCl.ClCCCl
HOMO level: -0.3891 Eh


Stability, descending: Q, P


P | ORCA calculation (ωB97M-V with the def2-TZVPD basis set) on an isolated ion of composition C8H17N2O and charge +1.

Last columns: bonded neighbours and bond lengths (Å).
Positions of all 28 atoms, in Å:
1 C -1.4808 -0.9944 -0.9624  C4 1.497, N9 1.464, H12 1.186, H13 1.049
2 C -0.9899 0.9095 0.6144  N9 1.481, H14 1.084, H15 1.016
3 C 0.7245 -1.3959 0.2441  C4 1.519, N10 1.411, H16 1.186, H17 1.085
4 C -0.0100 -1.2517 -1.0775  C1 1.497, C3 1.519, O11 1.453, H18 1.065
5 C 1.5438 0.3791 -0.6692  C6 1.450, N10 1.316, O11 1.316
6 C 2.2576 1.6368 -0.7732  C5 1.450, H19 1.031, H20 1.121, H21 1.063
7 C -3.2870 0.5121 0.0210  N9 1.547, H22 1.107, H23 1.069, H24 1.113
8 C 2.5859 -0.4592 1.4486  N10 1.443, H25 1.142, H26 1.189, H27 1.122
9 N -1.9044 -0.1660 0.1673  C1 1.464, C2 1.481, C7 1.547, H28 1.027
10 N 1.8537 -0.5510 0.2087  C3 1.411, C5 1.316, C8 1.443
11 O 0.7308 -0.1081 -1.5822  C4 1.453, C5 1.316
12 H -1.5814 -0.2689 -1.8956  C1 1.186
13 H -2.2111 -1.7304 -1.1228  C1 1.049
14 H -1.3534 1.3333 1.5439  C2 1.084
15 H -0.8859 1.7385 0.0356  C2 1.016
16 H -0.0173 -1.1741 1.1423  C3 1.186
17 H 0.9596 -2.4510 0.3399  C3 1.085
18 H 0.1446 -2.0812 -1.7268  C4 1.065
19 H 3.1422 1.3954 -0.3028  C6 1.031
20 H 1.6024 2.3688 -0.2324  C6 1.121
21 H 2.4204 1.9974 -1.7603  C6 1.063
22 H -3.0594 1.3247 -0.6948  C7 1.107
23 H -4.0349 -0.2430 -0.0898  C7 1.069
24 H -3.4027 1.2265 0.8665  C7 1.113
25 H 2.2261 0.4416 2.0505  C8 1.142
26 H 2.3810 -1.4220 2.1151  C8 1.189
27 H 3.6182 -0.2286 1.0745  C8 1.122
28 H -1.9724 -0.7384 1.0171  N9 1.027

Summary:
Charge: +1
HOMO level: -0.3807 Eh


Q | ORCA calculation (ωB97M-V with the def2-TZVPD basis set) on an isolated ion of composition C8H17N2O and charge +1.

Last columns: bonded neighbours and bond lengths (Å).
Positions of all 28 atoms, in Å:
1 C 1.2832 -1.7295 -0.4650  C2 1.518, C5 1.552, H12 1.063, H13 1.026
2 C 2.2111 -0.5280 -0.4854  C1 1.518, C6 1.555, H14 1.091, H15 1.055
3 C 0.4010 -0.6239 1.6763  C5 1.492, N10 1.463, H16 1.074, H17 1.150
4 C 1.0841 1.5781 0.7861  C6 1.575, N10 1.479, H18 1.070, H19 1.202
5 C 0.1169 -1.0094 0.2635  C1 1.552, C3 1.492, C8 1.389
6 C 1.2434 0.6890 -0.5040  C2 1.555, C4 1.575, N9 1.377
7 C -2.9905 0.5482 -0.6574  O11 1.407, H20 1.113, H21 1.031, H22 1.160
8 C -1.1737 -0.9856 -0.2501  C5 1.389, O11 1.453, H23 1.111, H24 1.227
9 N 1.0118 1.1354 -1.7859  C6 1.377, H25 1.087, H26 1.029
10 N 0.1833 0.8223 1.6836  C3 1.463, C4 1.479, H27 1.049, H28 1.017
11 O -1.6917 0.3680 -0.1481  C7 1.407, C8 1.453
12 H 0.8604 -2.1254 -1.3560  C1 1.063
13 H 1.6028 -2.5461 0.0681  C1 1.026
14 H 2.6839 -0.4398 0.4934  C2 1.091
15 H 2.9724 -0.5114 -1.2153  C2 1.055
16 H -0.2730 -1.0322 2.4061  C3 1.074
17 H 1.4356 -0.9500 2.0584  C3 1.150
18 H 2.0354 1.6962 1.2616  C4 1.070
19 H 0.6787 2.6916 0.5865  C4 1.202
20 H -3.2029 0.1637 -1.6804  C7 1.113
21 H -3.1440 1.5664 -0.6033  C7 1.031
22 H -3.6346 -0.1133 0.0453  C7 1.160
23 H -1.8988 -1.6421 0.2768  C8 1.111
24 H -1.1082 -1.3410 -1.4231  C8 1.227
25 H 0.0533 1.5595 -2.0752  N9 1.087
26 H 1.4013 0.4447 -2.4409  N9 1.029
27 H -0.7129 0.7598 1.1426  N10 1.049
28 H 0.1515 1.2900 2.5864  N10 1.017

Summary:
Charge: +1
HOMO level: -0.4110 Eh


Stability, descending: Q, P